52
Properties=species:S:1:pos:R:3 method="wB97M-V/def2-TZVPD" relative_energy_kcal_mol=0.1 lumo_ev=0.52 max_force_ev_per_a=0.81 orbital_gap_ev=8.87 smiles="CCCCC(=O)N/N=C/c1c(O)n(CCC2=CCCCC2)c(=O)[nH]c1=O"
C -7.98904 1.02036 0.30658
C -6.92357 0.50259 1.26499
C -5.51452 0.53438 0.67224
H -5.28898 1.54446 0.32519
C -5.33934 -0.44142 -0.49855
C -3.90654 -0.40648 -0.98326
O -3.51373 0.22556 -1.93390
N -3.05980 -1.15129 -0.20310
N -1.73931 -1.16898 -0.47679
C -0.92437 -1.83422 0.24908
C 0.48058 -1.84104 -0.04285
C 1.00224 -1.12609 -1.10740
N 2.33397 -1.13263 -1.37955
C 3.24528 -1.84286 -0.60472
O 4.42669 -1.86626 -0.84831
N 2.69601 -2.53369 0.43956
C 1.35780 -2.59568 0.82331
O 1.03065 -3.23726 1.79787
H 3.34978 -3.05679 1.01193
C 2.86724 -0.24288 -2.39959
H 2.24450 -0.31953 -3.29167
H 3.87734 -0.59323 -2.61532
C 2.89383 1.20608 -1.88473
C 3.57827 1.27496 -0.54544
C 2.88794 1.20358 0.58526
C 3.49994 1.20551 1.95132
C 4.95770 1.65345 1.91204
C 5.68231 0.95089 0.77033
C 5.07661 1.36997 -0.56538
H 5.47095 0.73381 -1.36007
H 5.36046 2.40215 -0.79836
H 6.74630 1.19338 0.78816
H 5.57991 -0.13006 0.87996
H 5.44108 1.43369 2.86573
H 5.00067 2.73325 1.75298
H 2.91995 1.85615 2.61141
H 3.43255 0.19213 2.36434
H 1.80710 1.12720 0.55853
H 1.86869 1.56938 -1.80351
H 3.42321 1.81754 -2.61644
O 0.26123 -0.40630 -1.92364
H -0.69706 -0.47675 -1.64460
H -1.23768 -2.41818 1.11635
H -3.40738 -1.67975 0.59599
H -5.97738 -0.14122 -1.32838
H -5.61111 -1.45177 -0.18603
H -4.79672 0.28674 1.45906
H -7.16842 -0.51929 1.56452
H -6.92846 1.12035 2.16580
H -8.95268 1.06895 0.80805
H -7.73323 2.01830 -0.04188
H -8.09149 0.36886 -0.55712

52
Properties=species:S:1:pos:R:3 method="wB97M-V/def2-TZVPD" lumo_ev=-4.02 max_force_ev_per_a=2.41 total_charge=+1 orbital_gap_ev=7.39
C -1.25744 -3.13940 -1.96772
C -1.83467 -2.10341 -2.91809
O -1.53903 -0.77262 -2.49696
C -0.85639 0.02161 -3.42266
C 0.17536 0.89826 -2.70772
P 1.14520 1.91860 -3.91371
S 0.06514 3.30337 -4.71387
C 1.04517 0.01397 -1.78349
N 1.35298 0.76778 -0.57898
C 2.41461 0.21094 0.29530
C 1.90663 -0.45587 1.56973
C 1.14051 -1.73567 1.30962
F 1.96372 -2.53056 0.56378
F 0.02835 -1.52903 0.55573
C 0.75499 -2.56342 2.58268
F 1.59968 -2.27965 3.58520
F 0.92838 -3.86288 2.28059
C -0.72446 -2.46413 3.05966
F -1.54306 -3.07612 2.20556
F -0.76859 -3.14861 4.21497
C -1.26668 -1.04206 3.38169
F -1.78150 -0.44802 2.31198
F -2.23051 -1.14575 4.27463
F -0.30282 -0.28819 3.91366
C 0.68070 1.86200 -0.35835
C 0.87919 2.77959 0.77711
C -0.12102 2.52758 1.94415
C -1.22558 3.52033 1.88592
F -0.83938 4.80894 2.01473
C -2.53778 3.19358 1.67127
F -3.21235 3.50401 0.58779
F -3.28732 2.54566 2.50975
S -0.52161 2.14360 -1.55993
H -1.47185 -4.13823 -2.34284
H -1.72791 -3.02934 -0.99260
H -0.17707 -3.02141 -1.88426
H -2.91821 -2.23247 -2.93416
H -1.49297 -2.31829 -3.93292
H -0.32035 -0.54358 -4.19399
H -1.57034 0.66163 -3.95006
H 2.20309 2.40046 -3.11787
H 1.68314 1.03315 -4.86317
H 2.01196 -0.05885 -2.30495
H 0.76387 -1.02298 -1.64414
H 3.03689 1.05307 0.59298
H 3.02809 -0.44868 -0.30841
H 2.78401 -0.71216 2.16243
H 1.32427 0.23407 2.17652
H 0.77211 3.81196 0.44650
H 1.89285 2.71254 1.16791
H -0.49813 1.51071 1.97721
H 0.44615 2.67396 2.87182

54
Properties=species:S:1:pos:R:3 method="wB97M-V/def2-TZVPD" relative_energy_kcal_mol=48.8 lumo_ev="0.65 / -1.91" max_force_ev_per_a=4.43 multiplicity=5 orbital_gap_ev="7.72 / 6.65" s_squared=6.03
C 1.94405 -0.09384 2.60568
C 2.10047 -0.82868 1.39972
C 1.89787 0.06440 0.30219
H 2.42181 -1.86314 1.31720
C 1.63376 1.36411 0.85927
C 1.71905 1.25671 2.28006
H 1.52489 2.28533 0.30625
C -1.29348 -1.97970 3.50184
C -0.03409 -2.25863 2.97095
C -0.10255 -2.13097 1.52108
H 0.85085 -2.54871 3.52986
C -1.47308 -1.75689 1.21898
C -2.19797 -1.68784 2.43052
H 2.06326 -0.16566 -0.74369
H 1.68811 2.08125 2.97644
H 2.07324 -0.48887 3.61042
H -3.27003 -1.50818 2.50958
H 0.54133 -2.60165 0.77625
H -1.58361 -2.01069 4.55139
Co 0.24723 -0.05672 1.30972
C -1.93874 -1.41488 -0.15255
C -3.45596 -1.59680 -0.22238
C -1.25603 -2.31192 -1.20244
H -3.71883 -2.61842 0.08616
H -3.79746 -1.43894 -1.24561
H -3.96422 -0.88249 0.43501
H -1.40549 -3.36834 -0.94360
H -0.17831 -2.12066 -1.28823
H -1.71417 -2.12686 -2.17906
C -1.45993 0.06588 -0.35265
C -1.88370 0.63095 -1.66993
H -0.33110 0.10945 -0.30480
H -1.85926 0.72659 0.42458
O -2.73984 0.01485 -2.28513
N -1.38617 1.76910 -2.21210
C -0.19492 2.50853 -1.88358
H -1.87374 2.04098 -3.06002
C 1.07452 1.88039 -2.42852
C 2.28287 2.52247 -2.14631
H 2.25071 3.48438 -1.62563
C 3.49451 1.93354 -2.50000
H 4.42891 2.42717 -2.22659
C 3.50018 0.72191 -3.20269
H 4.44857 0.25691 -3.47854
C 2.29234 0.11415 -3.55701
H 2.28006 -0.81552 -4.12928
C 1.07251 0.69854 -3.18242
H 0.12685 0.24292 -3.48802
H -0.13767 2.59449 -0.78878
H -0.29844 3.52688 -2.28398
O -0.37333 0.82668 4.35803
C -1.10154 1.33661 3.49892
O -1.03860 1.13117 2.21535
H -1.89570 2.05863 3.78807

70
Properties=species:S:1:pos:R:3 method="wB97M-V/def2-TZVPD" lumo_ev="-1.46 / -1.67" max_force_ev_per_a=2.46 multiplicity=5 orbital_gap_ev="5.80 / 5.80" s_squared=6.02
Cr 1.38326 0.30363 1.55191
C -7.36304 -2.72175 -8.29943
O -7.62721 -2.78605 -6.91499
C -6.66056 -2.44033 -6.03372
C -7.01093 -2.48723 -4.68007
C -6.10679 -2.13670 -3.70553
C -4.81881 -1.72094 -4.05002
C -4.46588 -1.69810 -5.39888
C -5.36673 -2.05361 -6.37821
C -3.83630 -1.30922 -3.07683
N -2.68173 -0.76771 -3.39660
C -2.03402 -0.53860 -2.23101
C -2.82541 -0.95799 -1.15234
N -3.97025 -1.43838 -1.71842
C -2.40710 -0.87891 0.19599
C -3.15066 -1.25001 1.32498
C -2.54771 -1.14958 2.56578
C -1.24204 -0.68448 2.66913
N -0.53242 -0.28087 1.61861
C -1.09853 -0.37212 0.38952
C -0.28438 0.05642 -0.69697
N 0.96523 0.49270 -0.35870
C 1.74109 0.91323 -1.36311
C 1.36100 0.91426 -2.69909
C 0.11225 0.44359 -3.05592
C -0.73372 0.00053 -2.03565
H -8.29800 -3.00141 -8.78265
H -6.58263 -3.42954 -8.59908
H -7.08814 -1.70845 -8.61104
H -8.00599 -2.80474 -4.41447
H -6.41034 -2.17795 -2.67002
H -3.46399 -1.39784 -5.65858
H -5.05604 -2.03350 -7.40882
H -4.75015 -1.83434 -1.22367
H -4.16903 -1.59651 1.23049
H -3.09144 -1.41057 3.45972
H -0.76064 -0.60866 3.63517
H 2.72895 1.25935 -1.09362
H 2.04921 1.27248 -3.44880
H -0.22512 0.40432 -4.07778
O 9.37027 2.30826 1.99153
C 8.19483 2.75085 1.50798
O 8.10676 3.86090 1.05160
C 7.04628 1.81166 1.54305
C 7.13868 0.44241 1.80492
C 6.01909 -0.35464 1.72399
C 4.77723 0.19164 1.40007
S 3.40486 -0.86991 1.29058
C 4.68601 1.55729 1.13049
C 5.80394 2.35344 1.20695
H 9.30085 1.42825 2.38530
H 8.07913 -0.03219 2.05086
H 6.08128 -1.41469 1.90264
H 3.73006 1.97574 0.84270
H 5.75370 3.41474 1.00261
F 3.49300 2.43987 3.73612
C 2.22203 2.73105 3.52532
F 1.97765 3.95488 3.95954
F 2.05613 2.74972 2.16341
S 0.95566 1.43794 4.07738
O 1.56343 0.21746 3.57436
O -0.16884 1.89309 3.32161
N 0.79585 1.47562 5.60238
S 1.84764 0.51193 6.37294
O 3.14532 0.59568 5.79262
O 1.28525 -0.75740 6.67562
C 1.90787 1.52525 7.95252
F 0.74484 1.47684 8.59102
F 2.14583 2.78995 7.60987
F 2.86006 1.14992 8.80273

9
Properties=species:S:1:pos:R:3 method="wB97M-V/def2-TZVPD" relative_energy_kcal_mol=4.8 lumo_ev=0.56 max_force_ev_per_a=2.82 orbital_gap_ev=9.73 smiles="O=c1[nH]nc(S)o1"
C 0.77291 -0.21423 -0.14816
C -1.34626 -0.57981 -0.01948
H 2.95872 0.53073 0.31808
H -1.64672 1.55850 -0.15319
N 0.31827 0.95015 -0.02345
N -1.01185 0.74550 0.02345
O -2.40344 -1.10926 0.09668
O -0.09510 -1.22217 -0.12453
S 2.45347 -0.65939 0.03060

9
Properties=species:S:1:pos:R:3 method="wB97M-V/def2-TZVPD" relative_energy_kcal_mol=117.2 lumo_ev=-1.35 max_force_ev_per_a=4.76 orbital_gap_ev=8.98
C 1.28864 0.33277 -0.22511
C -0.36837 -0.62438 0.25799
N -1.24655 0.49065 0.08991
O -1.70071 0.56921 -1.08582
O 1.30658 1.48900 -0.44029
O -1.62244 1.24589 0.98655
I 2.87610 -1.03682 -0.38439
H 0.03185 -1.03237 1.22075
H -0.56509 -1.43394 -0.41958